1:
Formula: C3H8
Source: the Open Molecules 2025 dataset
Level of theory: ωB97M-V with the def2-TZVPD basis set

CARTESIAN COORDINATES (ANGSTROEM)
C (3.62839, 1.27057, -1.21651)
C (3.54307, 0.86117, -2.47371)
H (3.82040, 0.59716, -0.43409)
H (3.30421, 2.31512, -1.12213)
H (4.34548, 0.23213, -2.83363)
H (2.77616, 1.46368, -3.04140)
C (-4.27830, -1.30921, 2.24162)
H (-4.29689, -2.34254, 1.84333)
H (-3.35616, -0.87946, 1.87446)
H (-4.25351, -1.25531, 3.29581)
H (-5.23284, -0.95330, 1.86626)

Computed properties:
Net charge = 0
SMILES = C=C.C
HOMO = -9.3628 eV

Results of the natural (NBO) charge analysis, in e, for atoms 1 through 4: atom 1 (C): -0.39, atom 2 (C): -0.41, atom 3 (H): 0.20, atom 4 (H): 0.19

---

2:
Formula: C3H8
Source: the Open Molecules 2025 dataset
Level of theory: ωB97M-V with the def2-TZVPD basis set

CARTESIAN COORDINATES (ANGSTROEM)
C (-0.28730, -1.20586, 0.44057)
C (-0.50002, 0.17372, -0.14593)
C (0.73656, 1.04398, -0.33654)
H (0.48039, -1.09591, 1.23720)
H (0.25780, -1.85158, -0.27364)
H (-1.18526, -1.66012, 0.84176)
H (-1.26659, 0.62250, 0.49025)
H (-1.19278, 0.11322, -1.04199)
H (1.60447, 0.41279, -0.16387)
H (0.82845, 1.51981, -1.30777)
H (0.75056, 1.85867, 0.39390)

Computed properties:
Net charge = 0
SMILES = CCC
HOMO = -10.7637 eV

Results of the natural (NBO) charge analysis, in e, for atoms 1 through 4: atom 1 (C): -0.60, atom 2 (C): -0.41, atom 3 (C): -0.62, atom 4 (H): 0.20

---

Energies in kJ/mol, measured from the most stable structure: 1 184.9; 2 0.0.